{
  "formula": "C2H7O2",
  "method": "the ωB97M-V functional and the def2-TZVPD basis",
  "total_charge": 1,
  "symbols": ["O", "H", "H", "H", "C", "C", "O", "H", "H", "H", "H"],
  "positions_angstrom": [[0.792109, 2.533929, 0.537492], [1.174394, 3.430476, 0.450716], [-0.799301, -2.653929, 0.248120], [0.248728, 2.540768, 1.374933], [-0.965517, -1.615683, -0.103904], [0.292662, -1.070663, -0.647469], [0.839421, 0.137260, -0.463712], [-1.441794, -1.122876, 0.796754], [-1.736616, -1.666913, -0.887149], [0.813926, -1.645352, -1.382696], [0.781992, 1.132983, 0.076916]],
  "forces_ev_per_a": [[-1.121, -0.485, 1.520], [-0.012, -0.784, -0.242], [0.142, 0.278, -0.576], [0.852, 0.232, -1.217], [-0.464, 0.133, 1.936], [0.391, 5.360, 1.365], [-1.223, -3.464, -0.423], [0.862, 0.044, -1.195], [0.372, -0.019, -0.156], [0.611, -0.304, -0.371], [-0.411, -0.991, -0.643]]
}

{
  "formula": "C2H7O2",
  "method": "the ωB97M-V functional and the def2-TZVPD basis",
  "total_charge": 1,
  "symbols": ["O", "H", "H", "H", "C", "C", "O", "H", "H", "H", "H"],
  "positions_angstrom": [[0.662334, 1.484407, -0.614826], [0.003362, 2.069168, -1.005215], [-0.607309, 0.123037, 1.857727], [1.489684, 1.939123, -0.832131], [-0.864458, -0.433913, 0.987860], [0.286352, -0.763048, 0.163794], [0.131003, -1.467200, -0.894034], [-1.294751, -1.416300, 1.237103], [-1.537776, 0.125446, 0.365398], [1.301735, -0.554092, 0.482616], [0.429824, -1.106631, -1.748294]],
  "forces_ev_per_a": [[0.171, 0.113, -0.298], [-0.298, -0.021, 0.045], [0.259, 0.266, 0.636], [0.075, -0.237, 0.185], [0.575, -1.131, -0.256], [0.559, 0.338, 0.017], [-1.292, 0.570, -0.190], [-0.369, 0.230, 0.069], [-0.679, 0.050, -0.324], [0.138, 0.210, -0.077], [0.861, -0.388, 0.192]]
}

{
  "formula": "C2H7O4",
  "method": "the ωB97M-V functional and the def2-TZVPD basis",
  "total_charge": -1,
  "symbols": ["O", "C", "O", "C", "H", "H", "H", "H", "H", "O", "H", "H", "O"],
  "positions_angstrom": [[0.214708, 0.081495, -1.100710], [0.392540, -1.059842, -0.521317], [1.551639, -1.423406, -0.211045], [-0.783058, -1.956671, -0.686421], [-1.565851, -1.465429, -1.261940], [-0.541505, -2.894689, -1.202605], [-1.334389, -2.281988, 0.207136], [1.265707, 2.103716, -0.208977], [-0.111908, 1.839059, -0.676048], [0.431242, 2.602061, -0.327256], [0.343182, 0.786626, 2.305052], [0.147447, 1.997470, 1.380490], [-0.009752, 1.671599, 2.303643]],
  "forces_ev_per_a": [[-0.646, -0.324, 1.016], [2.392, 2.174, -2.648], [-1.239, -0.839, 1.067], [-1.777, -1.523, 0.398], [0.262, 0.197, -0.196], [0.316, 0.215, 0.072], [0.578, 0.134, 0.331], [-0.417, 0.368, -0.368], [0.642, 0.422, 0.098], [0.014, -0.869, 0.096], [0.170, -0.481, -0.102], [-0.277, -0.101, 0.633], [-0.016, 0.629, -0.398]]
}

{
  "formula": "C2H7OPS",
  "method": "the ωB97M-V functional and the def2-TZVPD basis",
  "smiles": "CS[P@@H](C)=O",
  "symbols": ["C", "C", "O", "P", "S", "H", "H", "H", "H", "H", "H", "H"],
  "positions_angstrom": [[2.070461, 0.593620, 0.432299], [-1.739728, -0.668576, 0.409730], [-0.213398, 1.414232, -0.497650], [-0.482974, -0.011092, -0.705284], [1.348165, -0.931105, -0.213392], [3.182441, 0.491358, 0.524987], [1.747355, 0.830866, 1.431454], [2.080891, 1.404187, -0.355561], [-1.384933, -0.487479, 1.506785], [-2.646679, 0.086435, 0.494471], [-1.995231, -1.644007, 0.101605], [-0.800173, -0.584758, -2.067111]],
  "forces_ev_per_a": [[2.561, 0.802, -1.178], [-0.831, 3.659, 2.245], [-0.939, 1.161, -0.741], [0.276, -1.022, -0.271], [0.087, -0.287, -0.137], [-0.755, -0.828, 0.045], [-0.578, 0.460, -0.053], [-0.872, -0.746, 1.306], [-0.079, -1.108, -1.981], [1.465, -1.672, -1.011], [-0.543, -1.219, 0.254], [0.209, 0.799, 1.521]]
}

Going through the records in order, we get orbital gap values of 11.86, 11.13, 8.52, 10.14 eV.
Going through the records in order, we get relative energy (zero: lowest compared OMol25 entry of this formula, charge and spin) values of 24.2, 24.7, 15.1, 24.2 kcal/mol.
Going through the records in order, we get HOMO level values of -17.432, -17.098, -4.347, -9.331 eV.